No. 1
ORCA calculation (ωB97M-V/def2-TZVPD) on 4 unconnected molecules or ions with the total composition C25H49N8O8.

Output
- HOMO: -10.557 eV
- F_max: 0.8 eV/Å
- M: 589.72 g mol⁻¹
- Energy: -2021.750385 Eh
- Lowest unoccupied orbital energy: -0.0963 hartree
- Total charge: +1

Each line ends with the Mulliken charge.
Geometry (Å):
C  0.846  1.402  4.059  -1.4445
C  2.347  1.210  3.891  1.3248
C  3.108  2.494  3.719  -0.0041
O  3.175  3.333  4.559  -0.5147
O  3.725  2.669  2.484  -0.3005
C  4.996  2.022  2.398  -0.3369
C  5.218  1.448  0.961  -0.9066
N  3.986  1.296  0.208  -0.1412
C  3.113  0.331  0.434  0.6937
N  1.916  0.232  -0.169  -0.6136
C  1.309  -0.796  0.410  -0.5191
C  -0.073  -1.204  0.050  0.4196
C  -0.067  -1.999  -1.283  -1.2592
N  -1.288  -1.941  -2.084  0.2108
C  -2.522  -1.823  -1.301  -0.1842
C  -3.786  -2.080  -2.111  -1.1510
C  -1.220  -1.018  -3.182  0.3616
C  -0.593  0.352  -2.998  -0.8034
O  -1.659  -1.333  -4.252  -0.5334
N  2.088  -1.378  1.336  0.5047
C  1.913  -2.466  2.299  -0.4008
C  1.054  -3.631  1.823  -0.4830
O  1.364  -4.749  2.673  -0.4357
C  0.497  -4.875  3.728  0.1267
O  0.005  -5.909  4.016  -0.4397
N  3.259  -0.661  1.328  -0.5171
H  0.370  1.719  3.129  0.4014
H  0.396  0.465  4.370  0.3172
H  0.619  2.138  4.829  0.3673
H  2.504  0.566  3.035  -0.6643
H  2.725  0.686  4.772  0.2505
H  5.767  2.765  2.601  0.4689
H  5.060  1.230  3.151  0.2768
H  5.874  2.109  0.404  0.4156
H  5.718  0.478  1.022  0.3229
H  3.720  2.006  -0.455  0.2600
H  -0.633  -0.277  -0.053  0.4325
H  -0.539  -1.753  0.864  0.4567
H  0.750  -1.605  -1.890  0.6302
H  0.144  -3.054  -1.093  0.1729
H  -2.631  -0.832  -0.835  0.2411
H  -2.499  -2.554  -0.488  0.2910
H  -4.651  -1.745  -1.539  0.4263
H  -3.795  -1.521  -3.042  0.1001
H  -3.922  -3.142  -2.311  0.3461
H  0.396  0.334  -3.460  0.3014
H  -1.190  1.046  -3.587  0.2401
H  -0.522  0.671  -1.962  0.2518
H  2.907  -2.883  2.477  0.3571
H  1.572  -2.058  3.256  0.1869
H  1.313  -3.941  0.814  0.2194
H  -0.012  -3.429  1.903  0.5738
H  0.309  -3.952  4.297  0.4157
H  4.048  -0.809  1.935  0.2604
C  -4.669  0.832  -5.285  -1.2288
C  -5.858  0.422  -4.450  0.7469
O  -5.828  0.432  -3.228  -0.6671
N  -6.980  0.034  -5.109  -0.1702
C  -7.199  -0.041  -6.541  -0.8031
H  -3.859  1.118  -4.621  0.0964
H  -4.332  0.006  -5.912  0.3977
H  -4.912  1.685  -5.918  0.5347
H  -7.738  -0.227  -4.498  0.2420
H  -8.024  0.611  -6.833  0.2820
H  -7.446  -1.063  -6.834  0.2779
H  -6.309  0.267  -7.078  0.3114
C  2.420  -3.062  6.573  -1.2692
C  1.617  -1.786  6.665  0.8243
O  1.097  -1.267  5.677  -0.5896
N  1.481  -1.223  7.882  -0.2135
C  2.011  -1.684  9.155  -0.9040
H  2.438  -3.387  5.536  0.1188
H  3.445  -2.902  6.909  0.4234
H  1.970  -3.849  7.178  0.4112
H  0.931  -0.377  7.878  0.2421
H  1.196  -1.874  9.852  0.3082
H  2.666  -0.926  9.584  0.3038
H  2.578  -2.600  9.026  0.3382
C  -1.567  4.950  -4.719  -1.3493
C  -1.507  4.148  -6.000  0.8126
O  -2.405  3.392  -6.329  -0.6167
N  -0.408  4.304  -6.785  -0.1730
C  0.744  5.157  -6.563  -0.8368
H  -2.499  4.716  -4.215  0.2582
H  -0.734  4.697  -4.062  0.3650
H  -1.538  6.020  -4.929  0.4404
H  -0.431  3.746  -7.624  0.2338
H  0.846  5.876  -7.376  0.2892
H  1.656  4.559  -6.515  0.2740
H  0.639  5.703  -5.632  0.3162

=====

No. 2
ORCA calculation (ωB97M-V/def2-TZVPD) on a molecular structure, C25H50Br18NNbO2P at a distorted geometry.

Output
- HOMO: -4.564 eV
- F_max: 4.8 eV/Å
- M: 1958.83 g mol⁻¹
- Energy: -47918.115066 Eh
- Lowest unoccupied orbital energy: 0.0491 hartree
- Total charge: -1

Each line ends with the Mulliken charge.
Geometry (Å):
O  1.098  -6.472  2.038  -0.6554
P  0.389  -6.274  0.713  0.3421
Nb  0.910  -3.878  -0.163  -0.9139
C  3.177  -4.194  -0.251  -0.3202
C  3.987  -2.890  0.053  -0.2557
O  3.399  -2.076  1.084  -0.5564
C  -1.235  -3.198  0.085  0.1575
C  -1.823  -2.290  -0.857  0.0399
C  -3.120  -1.924  -0.571  0.2045
C  -3.856  -2.372  0.541  -0.1201
N  -3.328  -3.239  1.388  -0.3901
C  -2.069  -3.592  1.130  -0.3218
H  -0.995  -6.607  0.834  -0.0303
H  0.984  -7.221  -0.189  0.0011
H  0.679  -4.380  -1.928  -0.0381
H  1.243  -2.143  -0.662  0.0742
H  1.160  -3.363  1.577  0.0898
H  3.499  -4.997  0.444  -0.2894
H  3.469  -4.494  -1.272  0.3989
H  3.980  -2.311  -0.876  0.4192
H  5.010  -3.150  0.329  0.0750
H  2.910  -1.339  0.698  0.2345
H  -1.298  -1.910  -1.748  0.3208
H  -3.610  -1.213  -1.238  0.1929
H  -4.887  -2.013  0.718  -0.2367
H  -1.629  -4.298  1.845  0.4817
Br  5.322  -0.894  0.728  0.1142
C  6.307  0.805  0.532  -0.5980
C  5.894  1.807  1.576  -0.5051
Br  4.168  2.613  1.167  -0.1779
H  6.144  1.152  -0.485  0.4007
H  7.359  0.547  0.658  0.1481
H  6.593  2.643  1.605  0.3321
H  5.811  1.373  2.568  0.3698
Br  -2.954  0.701  1.495  -0.1551
C  -4.207  1.931  0.646  -0.5813
C  -5.617  1.431  0.784  -0.1528
Br  -5.973  -0.020  -0.477  -0.1639
H  -3.902  2.050  -0.390  0.3536
H  -4.073  2.875  1.171  0.3802
H  -6.332  2.209  0.525  -0.1493
H  -5.839  1.056  1.779  0.4874
Br  -5.197  -5.890  0.264  -0.1130
C  -7.093  -5.474  0.291  -0.5825
C  -7.346  -3.990  0.222  -0.6005
Br  -7.007  -3.112  1.926  -0.1062
H  -7.504  -5.931  1.187  0.3667
H  -7.504  -5.968  -0.588  0.3381
H  -8.396  -3.796  0.009  0.3977
H  -6.729  -3.486  -0.518  0.3275
Br  1.516  0.795  -1.171  -0.0562
C  0.214  1.959  -2.005  -0.0378
C  -1.186  1.442  -1.814  -0.3022
Br  -1.556  -0.061  -2.988  -0.1970
H  0.496  2.048  -3.051  -0.2454
H  0.333  2.926  -1.515  0.4040
H  -1.912  2.208  -2.089  0.3780
H  -1.386  1.104  -0.800  0.0619
Br  3.975  -7.175  1.215  -0.0460
C  5.750  -7.588  1.894  -0.6103
C  6.426  -6.358  2.439  -0.6355
Br  7.091  -5.215  1.008  -0.1655
H  6.305  -8.054  1.086  0.3378
H  5.589  -8.315  2.688  0.3223
H  7.308  -6.629  3.017  0.3706
H  5.767  -5.748  3.050  0.3892
Br  0.009  2.515  -5.987  -0.1262
C  1.561  3.601  -5.539  -0.6148
C  2.843  2.949  -5.988  -0.5717
Br  3.352  1.489  -4.809  -0.1029
H  1.527  3.773  -4.467  0.3309
H  1.409  4.543  -6.062  0.3753
H  3.666  3.660  -5.936  0.3371
H  2.783  2.539  -6.992  0.3617
Br  -8.608  3.590  1.635  -0.1161
C  -8.511  5.486  1.211  -0.2322
C  -7.809  5.717  -0.101  -0.6414
Br  -5.882  5.508  0.078  -0.1592
H  -8.023  5.974  2.050  0.0558
H  -9.546  5.820  1.153  0.3289
H  -7.957  6.742  -0.435  0.3800
H  -8.128  5.034  -0.883  0.4025
Br  -6.560  9.689  1.921  -0.1416
C  -5.229  9.331  3.294  -0.5494
C  -5.137  7.857  3.591  -0.4040
Br  -6.635  7.253  4.677  -0.1402
H  -5.499  9.927  4.160  0.3755
H  -4.289  9.695  2.884  0.3434
H  -4.250  7.642  4.183  0.3469
H  -5.131  7.243  2.694  0.1645
Br  10.039  -0.583  -1.281  -0.1173
C  11.030  1.081  -1.466  -0.5745
C  10.608  2.088  -0.429  -0.6037
Br  8.894  2.890  -0.875  -0.1263
H  10.878  1.430  -2.482  0.3612
H  12.075  0.808  -1.329  0.3290
H  11.312  2.917  -0.394  0.3522
H  10.508  1.658  0.563  0.3741

=====

No. 3
ORCA calculation (ωB97M-V/def2-TZVPD) on a molecular structure, C25H50NO4PPbSi at a distorted geometry.

Output
- HOMO: -7.946 eV
- F_max: 1.0 eV/Å
- M: 694.94 g mol⁻¹
- Energy: -2162.145446 Eh
- Lowest unoccupied orbital energy: 0.0187 hartree
- Total charge: 0

Each line ends with the Mulliken charge.
Geometry (Å):
C  -1.040  0.585  -5.233  -0.9008
C  0.290  0.796  -4.879  -0.8954
C  0.631  1.193  -3.575  0.6815
C  -0.352  1.314  -2.588  -0.0790
C  -1.685  1.069  -2.940  1.3199
C  -2.029  0.718  -4.258  -0.7854
C  2.099  1.478  -3.379  -1.2991
C  2.568  2.492  -2.337  -1.4745
N  1.612  3.559  -1.950  0.4402
Pb  0.276  1.659  -0.383  1.0082
C  -2.810  1.152  -1.924  -1.2697
P  -2.407  2.293  -0.537  0.8294
H  1.090  0.706  -5.619  0.3797
H  -3.087  0.577  -4.498  0.4161
H  -1.294  0.328  -6.262  0.3837
H  -3.017  0.160  -1.474  0.2159
H  -3.745  1.507  -2.395  0.6328
H  2.615  0.531  -3.148  0.4194
H  2.502  1.821  -4.346  0.4694
H  2.870  1.971  -1.412  0.6393
C  -3.861  2.104  0.559  -1.2468
C  -2.651  3.930  -1.294  -1.2672
H  3.471  2.985  -2.745  0.6175
C  0.877  4.120  -3.103  -0.8326
C  2.358  4.624  -1.223  -1.0723
H  0.109  3.412  2.741  0.0450
H  1.079  5.201  -3.172  0.4056
H  1.185  3.615  -4.032  0.3276
H  -0.208  3.978  -2.987  -0.0441
H  2.336  5.567  -1.794  0.3439
H  1.918  4.827  -0.240  0.2456
H  3.406  4.326  -1.067  0.3572
H  -3.717  4.093  -1.494  0.4185
H  -2.295  4.693  -0.589  0.3530
H  -2.085  4.026  -2.226  0.2241
H  -4.791  2.335  0.012  0.4019
H  -3.896  1.070  0.941  0.2438
H  -3.749  2.795  1.409  0.4203
H  -0.058  3.766  2.083  -0.0924
C  -1.427  -4.697  -0.021  -1.7717
C  -1.894  -3.542  0.872  1.8292
C  -2.729  -2.557  0.065  -1.4066
C  -2.678  -4.099  2.064  -1.6311
O  -0.742  -2.855  1.431  -0.2322
Si  0.302  -1.619  1.083  -0.8443
O  -0.278  -0.520  0.085  1.0692
O  0.758  -0.927  2.539  -0.3183
C  0.038  -0.971  3.806  1.7545
C  -1.407  -0.541  3.581  -1.1673
C  0.103  -2.388  4.351  -1.4192
C  0.728  -0.007  4.766  -1.8243
O  1.647  -2.437  0.526  -0.9012
C  3.049  -2.144  0.775  1.9790
C  3.376  -0.686  0.460  -1.0729
C  3.403  -2.447  2.227  -1.4438
C  3.846  -3.064  -0.145  -1.9179
H  -2.298  -5.243  -0.422  0.4262
H  -0.816  -5.411  0.550  0.3641
H  -0.838  -4.315  -0.865  0.3624
H  -3.577  -3.082  -0.404  0.5078
H  -3.126  -1.779  0.731  0.1877
H  -2.122  -2.070  -0.710  0.2112
H  -2.048  -4.773  2.661  0.3500
H  -3.035  -3.284  2.707  0.2963
H  -3.557  -4.670  1.734  0.4456
H  -1.912  -1.251  2.912  -0.0756
H  -1.947  -0.519  4.540  0.5441
H  -1.461  0.465  3.142  0.1831
H  1.147  -2.703  4.462  0.3109
H  -0.373  -2.443  5.338  0.4721
H  -0.417  -3.071  3.670  0.0649
H  1.752  -0.325  4.997  0.3871
H  0.754  1.009  4.354  0.2368
H  0.164  0.024  5.709  0.4151
H  2.908  -0.007  1.186  0.1312
H  4.466  -0.552  0.526  0.5516
H  3.071  -0.411  -0.560  -0.0190
H  3.192  -3.497  2.463  0.3659
H  4.474  -2.266  2.402  0.4954
H  2.830  -1.803  2.904  -0.0459
H  3.675  -4.116  0.115  0.4240
H  3.561  -2.908  -1.193  0.3767
H  4.924  -2.870  -0.054  0.3691

=====

Number 1: Kohn-Sham gap 7.94 eV. Number 2: Kohn-Sham gap 5.90 eV. Number 3: Kohn-Sham gap 8.46 eV.